61
Properties=species:S:1:pos:R:3:lowdin_charge:R:1 method="wB97M-V/def2-TZVPD" gap_ev=6.4 e_lumo_ha=0.091 de_lowest_kcal_mol=0.00 total_energy_ha=-2785.3386 charge=-1
Al 0.0531 0.1066 -1.5963 -0.1789
O 1.7639 -1.2426 -4.2237 -0.3200
S 0.5621 -0.4895 -4.0024 0.4090
O -0.3135 -0.1589 -5.1128 -0.3046
O -0.2786 -1.1679 -2.8776 -0.3045
O 0.9086 0.7737 -3.1524 -0.3532
N 0.4445 2.0287 -0.6830 0.1158
C -0.7454 2.7527 -0.4243 -0.2551
C -0.9754 3.9788 -1.0151 -0.0397
C -2.2157 4.6143 -0.9291 -0.0804
C -3.2565 3.9455 -0.2793 -0.0946
C -2.9975 2.7610 0.3670 -0.0490
C -1.7399 2.1519 0.3440 -0.1439
C -1.6197 0.8119 0.9639 -0.1963
C -2.2214 0.5953 2.2240 -0.0546
C -2.1113 -0.6382 2.8452 -0.1009
C -1.4165 -1.6512 2.1867 -0.0864
C -0.8479 -1.4177 0.9314 -0.1045
C -0.9234 -0.1973 0.2500 -0.1236
H 0.9031 1.7329 0.1752 0.0829
H 1.0834 2.5704 -1.2371 0.1163
H -0.1587 4.4384 -1.5628 0.1151
H -2.3827 5.5508 -1.4381 0.0942
H -4.2737 4.3621 -0.2741 0.1034
H -3.8112 2.2297 0.8408 0.1112
H -2.7155 1.4071 2.7537 0.1041
H -2.5464 -0.8097 3.8125 0.0874
H -1.3335 -2.6242 2.6227 0.0885
H -0.3155 -2.2628 0.4893 0.0847
Cl -2.2608 2.6256 -6.0001 0.7100
C -2.6748 1.8505 -4.5327 -0.6543
C -3.8692 1.1496 -4.3954 -0.0675
C -4.0190 0.3666 -3.2593 -0.0342
C -2.9834 0.3384 -2.3399 -0.0842
N -1.8516 1.0273 -2.4923 0.0779
C -1.7125 1.7912 -3.5579 -0.1682
H -4.6355 1.1977 -5.1552 0.1064
H -4.9183 -0.1978 -3.0783 0.1035
H -3.0232 -0.2634 -1.4298 0.1249
H -0.7674 2.2991 -3.6947 0.1170
C 4.0396 -3.3008 4.8889 -0.0710
C 3.6160 -2.7516 3.5512 -0.2824
C 3.2025 -3.5926 2.5150 -0.0365
C 2.7970 -3.0922 1.2793 -0.3157
C 2.3744 -4.0629 0.1811 -0.1109
C 2.8018 -1.6966 1.0571 -0.5376
Te 2.5337 -0.9550 -0.8872 1.1029
C 3.1291 -0.8283 2.1107 -0.3127
C 2.9987 0.6828 1.9662 -0.1031
C 3.5646 -1.3706 3.3227 -0.0326
H 4.3458 -4.3492 4.7993 0.0698
H 3.2290 -3.2482 5.6227 0.0745
H 4.8662 -2.7142 5.2792 0.0665
H 3.2121 -4.6707 2.6841 0.1058
H 2.3013 -5.0892 0.5632 0.0679
H 3.0728 -4.0373 -0.6446 0.0525
H 1.4197 -3.7833 -0.2789 0.0507
H 3.5963 1.1033 1.1509 0.0477
H 3.2891 1.1475 2.9134 0.0664
H 1.9692 0.9692 1.7568 0.0479
H 3.8376 -0.6969 4.1065 0.0960